(1)
Formula: C3H9NO2
Source: the Open Molecules 2025 dataset
Level of theory: wB97M-V/def2-TZVPD

The value obtained for the frontier orbital gap is 8.7492 eV. For the LUMO energy, the calculation gives 0.22 eV. For the energy above the lowest of the compared OMol25 structures with the same formula, charge and spin, the calculation gives 3.880 eV. As for the SMILES: C=CN=C.O.O.

Geometry as XYZ:
```
15
Properties=species:S:1:pos:R:3:lowdin_charge:R:1
O 0.24938 1.28215 -1.61803 -0.097
O 1.59737 0.64751 1.85296 -0.066
N -1.61088 -0.44022 -0.66300 -0.062
C 0.41603 -1.63524 0.02311 -0.017
C -0.91361 -1.56141 -0.16077 -0.234
C -1.72369 0.68308 -0.18706 -0.119
H 0.78270 -2.65304 0.26860 0.056
H 1.12698 -0.82782 0.02131 0.013
H 0.69079 0.49501 -1.97339 0.042
H 2.36950 1.01199 1.24562 0.113
H 1.38787 1.44500 2.23063 -0.025
H 0.93215 1.40615 -0.86932 0.069
H -1.72663 -2.41890 -0.26369 0.140
H -2.33435 1.50576 -0.68230 0.092
H -1.24361 1.05998 0.77534 0.092
```

=====

(2)
Formula: C2H13NO4
Source: the Open Molecules 2025 dataset
Level of theory: wB97M-V/def2-TZVPD

The value obtained for the frontier orbital gap is 8.0821 eV. For the LUMO energy, the calculation gives 0.32 eV. For the energy above the lowest of the compared OMol25 structures with the same formula, charge and spin, the calculation gives 1.748 eV. As for the SMILES: C=CN.O.O.O.O.

Geometry as XYZ:
```
20
Properties=species:S:1:pos:R:3:lowdin_charge:R:1
O -1.81604 -1.23552 0.87602 -0.066
O -2.82470 0.79148 -0.61127 -0.030
O 0.52506 -2.06872 1.90415 -0.035
O 0.05972 0.70933 1.49090 -0.070
N 1.96664 -0.11546 -0.93161 0.034
C 1.01656 1.68173 -2.15708 -0.043
C 2.09898 1.00548 -1.69079 -0.309
H -0.90408 -1.57317 1.15807 0.029
H 3.26320 1.27052 -1.93931 0.156
H 0.29010 1.25131 0.75128 0.005
H 0.54118 -2.94283 2.29017 0.063
H 0.97768 -1.54046 2.56116 0.061
H -0.93547 0.78149 1.45650 0.060
H -3.63799 0.93462 -0.18343 0.011
H -2.18688 -1.92756 0.43399 -0.008
H 2.72069 -0.40059 -0.30869 0.097
H -2.62286 -0.09161 -0.37617 -0.036
H 1.15599 -0.53251 -0.70965 0.024
H -0.00417 1.33005 -2.13082 0.045
H 1.33049 2.55315 -2.67309 0.014
```

=====

(3)
Formula: C5H6N2O3
Source: the Open Molecules 2025 dataset
Level of theory: wB97M-V/def2-TZVPD

The value obtained for the frontier orbital gap is 5.5214 eV. For the LUMO energy, the calculation gives -2.54 eV. For the energy above the lowest of the compared OMol25 structures with the same formula, charge and spin, the calculation gives 4.086 eV.

Geometry as XYZ:
```
16
Properties=species:S:1:pos:R:3:lowdin_charge:R:1
O -1.02726 -1.45331 1.15431 -0.075
O -0.75663 -1.13373 3.34933 -0.030
O -1.34926 0.17685 -2.75739 -0.078
N 3.09074 -1.56953 -2.52029 0.252
N 0.74294 0.27409 -0.36829 0.242
C -0.66874 -0.78224 2.16067 -0.743
C -0.08588 0.61675 1.90239 -0.099
C 2.30795 -1.06186 -1.84029 -0.087
C -0.11606 1.06497 0.44727 -0.134
C 1.38028 -0.40430 -1.03398 0.112
H 0.93904 0.65588 2.29636 0.121
H -0.66892 1.35413 2.47036 0.127
H -1.27691 -0.38459 -3.56305 0.061
H 0.22592 2.10171 0.33273 0.147
H -1.11834 0.96447 0.01143 0.145
H -1.61885 -0.41928 -2.04157 0.038
```

=====

(4)
Formula: CH3IOS2
Source: the Open Molecules 2025 dataset
Level of theory: wB97M-V/def2-TZVPD

The value obtained for the frontier orbital gap is 8.3641 eV. For the LUMO energy, the calculation gives -1.07 eV. For the energy above the lowest of the compared OMol25 structures with the same formula, charge and spin, the calculation gives 0.690 eV.

Geometry as XYZ:
```
8
Properties=species:S:1:pos:R:3:lowdin_charge:R:1
I 3.08385 -3.01092 0.43672 0.466
S 2.93525 -1.06718 -0.96918 0.165
S 0.82866 -1.23715 -1.46451 0.450
O 3.04290 0.21873 -0.02535 -0.672
C 0.02054 -0.73904 0.05757 -0.474
H 0.58529 -1.37008 0.79182 -0.006
H 0.10409 0.32949 0.27001 0.042
H -1.02649 -0.97994 0.07450 0.031
```

=====

(5)
Formula: C4H8O
Source: the Open Molecules 2025 dataset
Level of theory: wB97M-V/def2-TZVPD

The value obtained for the frontier orbital gap is 10.6900 eV. For the LUMO energy, the calculation gives 0.76 eV. For the energy above the lowest of the compared OMol25 structures with the same formula, charge and spin, the calculation gives 1.995 eV. As for the SMILES: C#CCC.O.

Geometry as XYZ:
```
13
Properties=species:S:1:pos:R:3:lowdin_charge:R:1
O 1.69198 3.24411 0.41158 -0.091
C -0.46539 -0.78329 -0.78534 -0.268
C -0.19984 0.13977 0.42802 -0.109
C -0.63659 -2.18587 -0.35423 -0.167
C -0.77050 -3.35065 -0.05577 0.095
H -0.05489 1.17413 0.07349 0.047
H 0.71196 3.15789 0.39238 0.030
H -1.01029 0.13462 1.17618 0.079
H -0.93367 -4.35892 0.28582 0.024
H -1.34417 -0.46263 -1.37726 0.112
H 0.42361 -0.72108 -1.44205 0.114
H 0.73028 -0.19897 0.91457 0.084
H 1.85752 4.21087 0.33261 0.049
```

=====

(6)
Formula: C9H12N6O2PdS
Source: the Open Molecules 2025 dataset
Level of theory: wB97M-V/def2-TZVPD

The value obtained for the frontier orbital gap is 3.9641 eV. For the LUMO energy, the calculation gives 5.25 eV. The charge is -2. For the energy above the lowest of the compared OMol25 structures with the same formula, charge and spin, the calculation gives 0.000 eV.

Geometry as XYZ:
```
31
Properties=species:S:1:pos:R:3:lowdin_charge:R:1
Pd -0.32798 -0.94233 0.77711 0.660
S 0.48123 -1.82102 2.80224 0.407
O 1.57198 -2.07602 -0.99699 -0.062
O 1.55149 -3.90258 -2.34867 -0.115
N 1.21251 0.77256 2.49270 -0.052
N 0.21682 0.77303 1.51474 -0.216
N -0.35756 -3.30619 -1.32604 -0.044
N 2.18034 -0.31673 4.29296 -0.018
N -0.94107 -2.85538 -0.10179 -0.106
N -1.20203 0.35349 -0.65156 -0.052
C -0.43294 1.55785 -0.60300 -0.274
C -1.60909 2.28774 -2.61656 -0.174
C -2.10202 0.18481 -1.60098 -0.231
C 1.07449 -3.04924 -1.56216 -0.804
C 0.43073 1.68364 0.43613 -0.349
C 1.32222 -0.31200 3.15196 -0.929
C -0.68611 2.53095 -1.65556 -0.083
C 1.48525 2.73844 0.48405 -0.097
C -2.37778 1.08069 -2.61844 -0.170
H 1.76256 3.04407 -0.52651 0.054
H 1.86235 -1.00550 4.96146 0.018
H -0.75531 -3.51071 0.65276 0.059
H 2.18504 0.60551 4.71000 0.045
H -3.07671 0.82726 -3.40291 0.046
H 2.37359 2.35117 0.98543 0.051
H -1.78157 3.04172 -3.38144 0.072
H -1.94080 -2.79965 -0.25059 0.066
H -0.16075 3.47870 -1.63725 0.075
H 1.19150 3.64464 1.03925 0.058
H -2.64004 -0.76211 -1.55884 0.083
H -0.51034 -4.29682 -1.46150 0.084
```

=====

(7)
Formula: C13H24O6S
Source: the Open Molecules 2025 dataset
Level of theory: wB97M-V/def2-TZVPD

The value obtained for the frontier orbital gap is 9.7358 eV. For the LUMO energy, the calculation gives 0.18 eV. As for the SMILES: O=C1C[C@@H](C[SH](=O)=O)CO1.C1CCOC1.C1CCOC1.

Geometry as XYZ:
```
44
Properties=species:S:1:pos:R:3:lowdin_charge:R:1
S -4.62468 -1.68744 1.78929 0.750
O 0.83330 -0.41320 -1.68120 -0.184
O 0.93346 -3.98743 1.98537 0.092
O 0.09562 -2.28016 0.49001 -0.081
O -4.51562 -3.16403 1.46041 -0.408
O -5.13718 -0.94438 0.58358 -0.401
O -0.40708 2.66721 0.49600 -0.144
C 1.70248 3.42381 -0.27447 -0.172
C 2.57139 -1.01385 -3.17675 -0.171
C 0.36229 2.85804 -0.70067 -0.195
C -0.43415 -1.91085 2.75359 -0.026
C 0.34106 -0.28033 -3.02303 -0.199
C -1.78664 -1.81780 1.85863 -0.283
C -3.01947 -0.98738 2.43027 -0.202
C -1.07794 -1.37489 0.50166 -0.103
C 1.55271 -0.18819 -3.92929 -0.173
C 1.88012 2.81006 1.09735 -0.174
C 0.33974 -2.93025 1.74820 -0.361
C 0.45966 2.80917 1.62898 -0.207
C 2.24128 -0.68400 -1.73470 -0.194
H -0.54670 -2.24870 3.83507 0.132
H 2.76874 0.21812 -1.40335 0.112
H -5.53707 -1.61325 2.86209 0.086
H 2.39878 -2.07831 -3.36539 0.120
H 1.63828 4.51354 -0.18829 0.116
H 0.27655 1.99543 2.33553 0.107
H 2.57425 3.35715 1.73746 0.115
H -2.94126 0.13969 2.20181 0.128
H 0.19063 -0.96005 2.59263 0.125
H 0.47923 1.88196 -1.18226 0.093
H 2.48391 -1.50047 -1.05131 0.119
H 0.21796 3.75815 2.11955 0.117
H -0.54064 -0.35380 0.50231 0.132
H -0.30189 0.60066 -3.09225 0.115
H 1.89245 0.85086 -3.99452 0.115
H -0.25816 -1.16865 -3.24953 0.122
H 2.50725 3.18332 -0.97130 0.112
H -1.99923 -2.92131 1.67474 0.144
H -1.63029 -1.48208 -0.48457 0.147
H 3.60497 -0.78358 -3.44020 0.116
H -0.17562 3.52094 -1.38229 0.121
H -3.01195 -1.04828 3.58248 0.116
H 2.24309 1.78143 0.99930 0.110
H 1.35639 -0.54687 -4.94092 0.116
```

=====

(8)
Formula: C8H13MgNP
Source: the Open Molecules 2025 dataset
Level of theory: wB97M-V/def2-TZVPD

The value obtained for the frontier orbital gap (alpha / beta) is 3.0384 / 3.0380 eV. For the LUMO energy (alpha / beta), the calculation gives 2.80 / 2.80 eV. The charge is -1.

Geometry as XYZ:
```
24
Properties=species:S:1:pos:R:3:lowdin_charge:R:1
P -0.46786 2.70470 -0.75293 0.509
Mg 0.96080 0.55766 -0.67824 0.026
N 0.18779 -0.13487 1.05979 0.056
C -0.50648 -0.39286 3.56661 -0.249
C 0.52149 0.31694 4.45263 -0.116
C 0.27254 -0.10838 -3.19761 -0.269
C -0.85311 -0.92328 -3.48597 -0.189
C -0.60615 -2.22826 -2.95975 -0.194
C 0.67781 -2.23845 -2.38818 -0.205
C -0.19964 -0.24537 2.15327 -0.252
C 1.25010 -0.92548 -2.50581 -0.332
H 1.51062 -0.09293 4.22935 0.075
H 0.42791 0.94207 -3.46430 0.053
H -1.52438 -0.02117 3.75025 0.109
H -0.53787 -1.46497 3.79437 0.114
H 2.29870 -0.65807 -2.33713 0.038
H 0.27932 3.85516 -0.32658 -0.144
H -1.31133 -3.06126 -2.97171 0.065
H 0.54783 1.38587 4.22078 0.066
H -1.58380 2.91812 0.11754 -0.191
H 0.29702 0.17390 5.51008 0.067
H -1.77105 -0.58705 -3.95882 0.061
H 1.18133 -3.08412 -1.91952 0.067
H -1.05159 3.31209 -1.90815 -0.166
```

=====

Number 1: E_tot -8839.0749 eV. Number 2: E_tot -11963.7182 eV. Number 3: E_tot -14400.8260 eV. Number 4: E_tot -32903.1298 eV. Number 5: E_tot -6323.1726 eV. Number 6: E_tot -36877.6253 eV. Number 7: E_tot -36986.5016 eV. Number 8: E_tot -24727.4548 eV.